The following is a DFT calculation (the ωB97M-V functional and the def2-TZVPD basis) of a single C3H9N3O molecule at a distorted geometry.

Properties
SMILES = NCNCC(N)=O
gap between HOMO and LUMO = 0.35735 hartree

Geometry as XYZ:
```
16
Properties=species:S:1:pos:R:3:forces:R:3:nbo_charge:R:1
O -1.8219 0.6792 2.0788 1.70 1.86 0.54 -0.58
C -0.7792 0.2323 1.6429 -1.79 -3.55 -2.82 0.68
N -0.7659 -1.2253 1.5494 3.13 2.28 -2.38 -0.89
C 0.3043 0.8379 0.5678 0.56 0.12 2.82 -0.30
N 0.3896 -0.0943 -0.5050 -0.36 -0.98 -2.44 -0.68
C 1.4781 -0.1045 -1.5915 -1.25 0.20 0.88 -0.04
N 0.8851 -0.2430 -2.9669 0.78 0.91 1.02 -0.83
H -1.6221 -1.5425 1.8884 -1.57 -0.74 0.39 0.38
H -0.5127 -1.4156 0.5039 -0.38 -0.19 2.81 0.41
H -0.1092 1.7622 0.2197 -0.06 1.02 0.32 0.19
H 1.2925 0.9863 1.1443 -1.40 -0.17 -1.14 0.22
H -0.5420 -0.1235 -0.9562 0.97 0.05 -0.09 0.37
H 2.0346 0.8325 -1.5641 0.22 -0.01 0.44 0.16
H 2.1097 -0.9442 -1.2889 0.11 0.14 -0.67 0.19
H 0.7186 0.7501 -3.2339 -0.01 -1.18 -0.19 0.35
H 1.6246 -0.5939 -3.6009 -0.65 0.26 0.53 0.37
```
Positions in Å, forces in eV/Å.


The following is a DFT calculation (the ωB97M-V functional and the def2-TZVPD basis) of a gas-phase ion, C6H8N (charge +1) at a distorted geometry.

Properties
gap between HOMO and LUMO (spin up / spin down) = 0.31532 / 0.25197 hartree
total charge = +1

Geometry as XYZ:
```
15
Properties=species:S:1:pos:R:3:forces:R:3:nbo_charge:R:1
C 1.9282 -0.0821 0.1737 0.07 0.43 -0.11 0.04
C 0.7113 -0.1763 -0.0159 -0.22 -0.22 -0.30 -0.04
C 3.2386 0.0865 0.3939 -0.53 -0.49 -0.19 -0.31
C -1.4051 1.0554 -0.9742 1.35 1.22 -0.01 -0.41
C -1.1977 1.1267 0.4876 -0.67 0.90 -1.45 -0.13
C -0.6931 -0.0840 -0.1169 1.24 -0.15 0.56 -0.02
N -1.4761 -1.3739 0.2744 0.47 -1.63 -2.06 -0.73
H 3.7856 -0.4764 1.0781 0.22 -1.20 1.53 0.23
H 3.9477 0.6246 -0.1569 0.15 1.32 -1.27 0.24
H -2.3224 0.7151 -1.3339 -1.83 -0.80 -0.12 0.22
H -1.0578 1.8016 -1.8161 0.40 -1.69 1.96 0.28
H -0.6188 1.8695 0.9927 0.10 0.21 0.47 0.23
H -1.7762 -1.3645 1.2645 -1.03 0.79 -0.84 0.46
H -0.8993 -2.2852 0.3311 -0.53 1.74 -1.05 0.46
H -2.1651 -1.4370 -0.5819 0.80 -0.45 2.88 0.48
```
Positions in Å, forces in eV/Å.


The following is a DFT calculation (the ωB97M-V functional and the def2-TZVPD basis) of 2 unconnected molecules or ions with the total composition C3H7O3.

Properties
gap between HOMO and LUMO = 0.31483 hartree
total charge = -1

Geometry as XYZ:
```
13
Properties=species:S:1:pos:R:3:forces:R:3:nbo_charge:R:1
C -1.9317 0.6208 0.5344 0.60 -0.17 0.36 -0.24
O -1.4253 -0.3785 1.3850 -0.43 -0.48 -0.13 -0.80
H -0.4298 -0.3805 1.2515 -0.14 0.51 0.18 0.51
H -1.9664 0.2857 -0.5119 -0.15 0.09 -0.02 0.14
H -1.2774 1.4970 0.5955 -0.13 0.14 -0.19 0.17
H -2.9302 0.8984 0.8732 -0.14 0.00 -0.09 0.15
C 1.1908 -0.7538 -1.0560 0.10 0.42 -0.65 -0.74
C 1.7129 0.1417 0.0725 0.21 0.11 0.17 0.77
O 1.0127 0.2697 1.1218 0.09 -0.27 -0.39 -0.80
O 2.8232 0.6463 -0.1297 0.44 0.39 -0.05 -0.76
H 0.5584 -0.2383 -1.7816 -0.46 0.37 0.44 0.20
H 0.6442 -1.5820 -0.6457 -0.22 -0.60 -0.03 0.20
H 2.0185 -1.0264 -1.7091 0.23 -0.52 0.40 0.21
```
Positions in Å, forces in eV/Å.


The following is a DFT calculation (the ωB97M-V functional and the def2-TZVPD basis) of a molecular structure, C17H20AgCl2N2S2.

Properties
gap between HOMO and LUMO = 0.24755 hartree
total charge = -1

Geometry as XYZ:
```
44
Properties=species:S:1:pos:R:3:forces:R:3:nbo_charge:R:1
Ag 0.5777 -1.5711 -0.0302 -0.10 0.42 0.02 0.64
C -0.5986 0.1337 2.5554 -0.07 0.00 -0.03 -0.41
N -1.0122 0.2112 1.1608 0.00 -0.01 -0.05 -0.51
C -0.6673 1.4914 0.5468 -0.01 -0.07 0.08 -0.22
C -0.4962 1.3764 -0.9571 0.06 -0.02 -0.09 -0.22
N 0.7616 0.7271 -1.3088 -0.07 0.01 0.07 -0.51
C 0.8074 0.3230 -2.7035 0.02 0.02 0.01 -0.41
C 1.9346 1.4435 -0.8810 -0.08 -0.03 -0.08 0.18
C 2.1144 2.7504 -1.3317 0.05 -0.03 0.04 -0.26
C 3.2000 3.5168 -0.9453 0.00 -0.05 0.03 -0.25
C 4.1321 2.9451 -0.0851 0.00 -0.03 0.00 -0.22
C 3.9699 1.6446 0.3552 0.01 -0.08 0.01 -0.24
C 2.8768 0.8403 -0.0244 -0.04 -0.01 0.05 -0.17
S 2.8009 -0.8063 0.6049 -0.04 0.14 -0.12 -0.46
C -2.3891 -0.1560 0.9386 0.08 0.06 0.07 0.18
C -3.3773 0.5986 1.5734 -0.02 -0.06 -0.06 -0.25
C -4.7250 0.3335 1.4100 0.04 -0.04 -0.04 -0.27
C -5.0879 -0.7223 0.5787 0.02 0.01 0.00 -0.22
C -4.1170 -1.4761 -0.0517 0.01 -0.06 -0.02 -0.23
C -2.7375 -1.2336 0.1022 0.03 -0.01 -0.05 -0.18
S -1.6238 -2.2897 -0.7692 -0.06 0.11 0.19 -0.46
H -1.0134 0.9450 3.1747 0.00 0.00 0.02 0.15
H 0.4913 0.1712 2.6044 0.00 0.02 0.00 0.22
H -0.9293 -0.8176 2.9716 0.01 -0.01 0.00 0.21
H 0.2678 1.8404 0.9911 0.02 -0.03 -0.02 0.21
H -1.4324 2.2517 0.7645 0.00 0.04 0.01 0.17
H -0.5800 2.3787 -1.4081 -0.02 0.02 -0.01 0.16
H -1.3077 0.7682 -1.3670 0.01 -0.01 0.01 0.22
H 0.7202 1.1769 -3.3955 0.01 0.01 -0.02 0.15
H -0.0092 -0.3747 -2.8987 -0.01 0.00 0.00 0.22
H 1.7526 -0.1838 -2.8975 0.00 -0.01 0.00 0.21
H 1.3727 3.1713 -2.0019 0.00 0.00 0.00 0.20
H 3.3128 4.5339 -1.2999 0.02 -0.01 0.00 0.20
H 4.9918 3.5173 0.2459 0.00 -0.01 0.00 0.20
H 4.7013 1.2065 1.0244 -0.01 0.02 -0.01 0.21
H -3.0668 1.4220 2.2083 0.00 -0.01 0.00 0.20
H -5.4718 0.9364 1.9122 0.00 -0.02 0.00 0.20
H -6.1343 -0.9593 0.4221 0.01 -0.01 0.00 0.20
H -4.4067 -2.3003 -0.6926 -0.01 0.01 0.00 0.21
Cl 3.7203 -6.3859 -0.3564 -0.04 0.03 0.00 -0.06
C 1.9757 -6.0484 -0.2060 -0.07 -0.16 -0.01 -0.40
Cl 1.5806 -4.3401 -0.2309 0.17 -0.06 -0.01 0.02
H 1.6431 -6.4627 0.7375 0.03 -0.05 0.01 0.21
H 1.4781 -6.5272 -1.0402 0.03 -0.05 -0.01 0.21
```
Positions in Å, forces in eV/Å.


The following is a DFT calculation (the ωB97M-V functional and the def2-TZVPD basis) of 6 unconnected molecules or ions with the total composition C26H60Cl2NO24P5 at a distorted geometry.

Properties
SMILES = C/C(Cl)=C(\Cl)[C@H]1C[C@@](N)(CCCC(=O)O)C(=O)O1.COP(=O)(OC)OC.COP(=O)(OC)OC.COP(=O)(OC)OC.COP(=O)(OC)OC.COP(=O)(OC)OC
gap between HOMO and LUMO = 0.26445 hartree

Geometry as XYZ:
```
118
Properties=species:S:1:pos:R:3:forces:R:3:lowdin_charge:R:1
C 3.8156 0.2577 1.3086 -0.62 -0.14 1.13 -0.12
C 3.1676 -1.0603 1.7550 1.11 1.26 -0.06 -0.70
Cl 3.7367 -1.6483 3.3275 -0.10 0.18 -0.74 0.70
C 2.2706 -1.7229 1.0531 -0.06 -0.70 0.50 -0.58
Cl 1.8669 -1.0257 -0.5237 -0.03 -0.75 0.70 0.76
C 1.5923 -3.0419 1.5422 -0.71 0.81 -1.18 -0.25
C 0.8944 -3.0371 2.9109 -0.28 -0.45 1.20 -0.09
C -0.4109 -2.1619 2.7452 2.21 -1.56 -0.66 -0.40
N -1.6191 -2.7324 3.3074 0.07 0.55 0.08 0.10
C -0.0601 -0.7487 3.2639 -1.48 0.61 -1.01 -0.10
C -1.2870 0.2423 3.1429 1.56 0.60 0.07 -0.14
C -0.9606 1.2906 2.0322 -0.19 1.22 0.12 -0.10
C -2.2293 1.9383 1.4342 2.00 0.22 1.02 -0.52
O -2.8863 1.3047 0.7075 -2.18 -1.23 -1.47 0.16
O -2.5586 3.2431 1.7308 0.74 -0.14 -0.23 0.07
C -0.5312 -2.3260 1.1762 1.77 -0.33 2.20 -0.46
O -1.3143 -1.7917 0.5133 -2.31 1.07 -2.04 0.19
O 0.4406 -3.1654 0.6640 -0.20 0.00 0.57 -0.02
H 4.7092 0.0860 0.6913 -0.23 0.12 0.27 0.08
H 4.0431 0.8018 2.2434 0.38 -0.19 -0.56 0.07
H 3.0795 0.8876 0.7834 0.37 -0.45 -0.03 0.05
H 2.2543 -3.8982 1.3440 -0.27 0.27 0.25 0.16
H 0.6061 -4.0846 3.1275 0.03 0.37 -0.39 0.13
H 1.4592 -2.7466 3.8063 0.10 0.11 -0.63 0.07
H -1.6092 -2.7202 4.3223 0.03 -0.18 -0.15 0.09
H -1.7858 -3.6662 2.9495 0.00 0.08 0.25 0.09
H 0.3501 -0.7655 4.2864 -0.31 -0.33 -0.31 0.12
H 0.7234 -0.3289 2.6129 -0.05 -0.36 0.40 0.10
H -1.2957 0.8146 4.0875 -0.62 -0.37 -0.32 0.11
H -2.2277 -0.2861 2.9481 0.32 0.19 0.11 0.11
H -0.3972 0.8577 1.1882 -0.48 -0.08 0.26 0.11
H -0.3324 2.1176 2.4243 -0.10 -0.60 0.13 0.12
H -1.7646 3.7694 1.5414 -0.23 0.08 0.52 0.12
C -9.6539 3.9336 2.4549 -0.23 -0.31 0.16 -0.11
O -8.2462 4.1185 2.6746 0.33 -2.29 -1.93 -0.24
P -7.2138 4.3247 1.3643 2.17 7.05 1.33 0.61
O -6.0881 4.9511 2.1332 -0.29 -1.33 -0.01 -0.27
O -8.1937 5.4190 0.6633 -0.18 -0.80 -0.55 -0.29
C -8.1449 6.7654 1.1114 -0.23 0.20 0.22 -0.11
O -6.4359 4.1075 -0.1003 -1.95 -2.32 0.88 -0.24
C -5.2227 3.3393 -0.0670 0.24 -0.19 -0.15 -0.13
H -10.0128 3.1513 3.1237 0.06 0.05 0.00 0.08
H -10.1733 4.8623 2.6907 0.04 -0.01 -0.11 0.09
H -9.8663 3.6363 1.4298 -0.14 0.13 0.04 0.08
H -7.6746 6.8592 2.0905 0.10 -0.09 -0.06 0.08
H -9.1694 7.1349 1.1857 0.00 -0.04 -0.07 0.08
H -7.6024 7.3675 0.3811 0.05 -0.04 0.04 0.09
H -5.3168 2.4781 0.5901 0.20 0.00 -0.02 0.08
H -4.3994 3.9658 0.2639 -0.15 0.01 0.20 0.07
H -5.0129 2.9900 -1.0775 -0.21 -0.01 0.01 0.09
C -14.4280 7.0957 1.3479 0.12 0.40 0.05 -0.12
O -13.7555 6.0860 2.1126 -1.76 1.29 2.24 -0.25
P -14.6479 4.9075 2.9297 2.89 -6.52 -4.90 0.64
O -13.4875 3.9479 3.0310 -0.06 1.22 1.13 -0.28
O -15.5547 4.6302 1.6081 -0.83 0.63 0.49 -0.30
C -15.0095 3.8447 0.5550 0.16 0.09 -0.36 -0.10
O -15.7418 3.9558 3.7853 -0.38 3.10 0.98 -0.24
C -15.3584 3.5901 5.1134 -0.05 -0.16 0.33 -0.13
H -13.9392 8.0538 1.5290 0.03 -0.08 0.02 0.08
H -14.3385 6.8483 0.2896 -0.08 -0.08 0.05 0.09
H -15.4779 7.1849 1.6204 0.01 -0.02 -0.18 0.08
H -13.9237 3.7691 0.6143 -0.02 -0.01 0.15 0.08
H -15.2695 4.3206 -0.3918 -0.07 -0.01 0.04 0.09
H -15.4522 2.8487 0.5851 0.04 0.01 0.07 0.09
H -14.8930 4.4241 5.6372 0.04 -0.12 0.10 0.08
H -14.6700 2.7466 5.0777 0.11 0.13 -0.12 0.09
H -16.2550 3.2892 5.6546 -0.06 0.12 -0.12 0.08
C 8.7295 -4.2104 -1.1045 0.17 -0.38 0.15 -0.11
O 8.2478 -3.0477 -0.4128 2.97 0.92 -0.23 -0.26
P 8.5415 -1.5231 -1.0573 -7.50 1.92 -1.72 0.62
O 7.4475 -0.8151 -0.3111 1.33 -0.31 0.71 -0.27
O 8.0662 -1.9648 -2.5460 1.17 -0.03 -0.05 -0.30
C 6.6693 -1.9927 -2.8441 -0.37 -0.25 -0.10 -0.08
O 9.3047 -0.1846 -1.7158 1.96 -2.30 1.18 -0.27
C 9.7566 0.8054 -0.7853 0.16 0.35 0.16 -0.11
H 9.1385 -4.9066 -0.3709 -0.05 0.08 0.02 0.09
H 7.8904 -4.6859 -1.6130 0.02 0.10 -0.03 0.09
H 9.5106 -3.9656 -1.8217 -0.11 -0.07 -0.07 0.08
H 6.0545 -2.0111 -1.9446 0.11 0.10 0.05 0.08
H 6.4649 -2.8974 -3.4181 0.09 0.03 -0.02 0.09
H 6.4139 -1.1219 -3.4497 0.03 0.03 0.08 0.09
H 10.2042 0.3480 0.0959 -0.01 0.14 0.04 0.08
H 8.9217 1.4392 -0.4891 -0.07 -0.18 0.05 0.09
H 10.5056 1.4217 -1.2823 0.01 -0.16 -0.08 0.09
C 6.3201 -9.7242 0.9944 0.28 -0.24 0.14 -0.12
O 5.6227 -8.7547 1.7879 2.51 1.65 -0.35 -0.24
P 5.4409 -7.1811 1.2227 -7.60 0.02 -0.86 0.61
O 4.2913 -6.8157 2.1151 1.34 -0.02 0.41 -0.27
O 4.9732 -7.6774 -0.2518 1.01 0.28 -0.13 -0.29
C 3.6187 -8.0692 -0.4462 -0.23 -0.34 -0.05 -0.10
O 5.7617 -5.6637 0.5917 2.58 -1.72 0.64 -0.24
C 6.0330 -4.6263 1.5443 0.10 0.45 0.18 -0.11
H 6.9650 -10.3114 1.6492 -0.06 0.06 0.03 0.08
H 5.5883 -10.3876 0.5323 0.00 0.10 -0.06 0.09
H 6.9360 -9.2592 0.2267 -0.09 -0.11 -0.08 0.08
H 3.1119 -8.2874 0.4938 0.08 0.13 0.05 0.09
H 3.6122 -8.9727 -1.0577 0.06 0.06 -0.04 0.09
H 3.0891 -7.2776 -0.9772 0.02 0.02 0.08 0.09
H 6.6705 -4.9905 2.3494 -0.06 0.14 0.08 0.09
H 5.0979 -4.2461 1.9542 -0.02 -0.22 0.07 0.07
H 6.5415 -3.8122 1.0303 0.03 -0.14 -0.10 0.07
C 7.8190 -0.3388 -9.1579 0.00 -0.35 -0.15 -0.12
O 7.1684 -0.0228 -7.9200 2.42 -1.30 1.25 -0.24
P 7.9879 0.8536 -6.7407 -4.19 6.30 -0.10 0.61
O 6.7688 1.3021 -5.9901 0.56 -1.33 0.12 -0.27
O 8.5210 1.9515 -7.8127 0.81 -0.60 0.16 -0.29
C 7.6477 3.0025 -8.2084 -0.23 0.10 -0.33 -0.10
O 9.1559 1.3664 -5.6566 0.52 -2.76 -1.38 -0.23
C 9.0322 0.8638 -4.3204 0.05 -0.06 0.29 -0.13
H 7.5806 -1.3694 -9.4237 -0.04 0.05 0.07 0.08
H 7.4333 0.3239 -9.9333 0.08 0.06 0.07 0.09
H 8.9008 -0.2393 -9.0895 -0.04 0.09 -0.13 0.08
H 6.6046 2.7818 -7.9819 0.06 -0.05 0.14 0.09
H 7.7445 3.1348 -9.2872 0.08 0.00 0.03 0.09
H 7.9476 3.9246 -7.7096 -0.03 -0.05 0.05 0.09
H 8.7550 -0.1881 -4.3160 0.01 0.03 0.20 0.07
H 8.2875 1.4454 -3.7771 -0.12 -0.08 -0.15 0.10
H 9.9933 0.9766 -3.8228 0.07 -0.03 -0.24 0.08
```
Positions in Å, forces in eV/Å.


Copy entry 4 word for word.
The following is a DFT calculation (the ωB97M-V functional and the def2-TZVPD basis) of a molecular structure, C17H20AgCl2N2S2.

Properties
gap between HOMO and LUMO = 0.24755 hartree
total charge = -1

Geometry as XYZ:
```
44
Properties=species:S:1:pos:R:3:forces:R:3:nbo_charge:R:1
Ag 0.5777 -1.5711 -0.0302 -0.10 0.42 0.02 0.64
C -0.5986 0.1337 2.5554 -0.07 0.00 -0.03 -0.41
N -1.0122 0.2112 1.1608 0.00 -0.01 -0.05 -0.51
C -0.6673 1.4914 0.5468 -0.01 -0.07 0.08 -0.22
C -0.4962 1.3764 -0.9571 0.06 -0.02 -0.09 -0.22
N 0.7616 0.7271 -1.3088 -0.07 0.01 0.07 -0.51
C 0.8074 0.3230 -2.7035 0.02 0.02 0.01 -0.41
C 1.9346 1.4435 -0.8810 -0.08 -0.03 -0.08 0.18
C 2.1144 2.7504 -1.3317 0.05 -0.03 0.04 -0.26
C 3.2000 3.5168 -0.9453 0.00 -0.05 0.03 -0.25
C 4.1321 2.9451 -0.0851 0.00 -0.03 0.00 -0.22
C 3.9699 1.6446 0.3552 0.01 -0.08 0.01 -0.24
C 2.8768 0.8403 -0.0244 -0.04 -0.01 0.05 -0.17
S 2.8009 -0.8063 0.6049 -0.04 0.14 -0.12 -0.46
C -2.3891 -0.1560 0.9386 0.08 0.06 0.07 0.18
C -3.3773 0.5986 1.5734 -0.02 -0.06 -0.06 -0.25
C -4.7250 0.3335 1.4100 0.04 -0.04 -0.04 -0.27
C -5.0879 -0.7223 0.5787 0.02 0.01 0.00 -0.22
C -4.1170 -1.4761 -0.0517 0.01 -0.06 -0.02 -0.23
C -2.7375 -1.2336 0.1022 0.03 -0.01 -0.05 -0.18
S -1.6238 -2.2897 -0.7692 -0.06 0.11 0.19 -0.46
H -1.0134 0.9450 3.1747 0.00 0.00 0.02 0.15
H 0.4913 0.1712 2.6044 0.00 0.02 0.00 0.22
H -0.9293 -0.8176 2.9716 0.01 -0.01 0.00 0.21
H 0.2678 1.8404 0.9911 0.02 -0.03 -0.02 0.21
H -1.4324 2.2517 0.7645 0.00 0.04 0.01 0.17
H -0.5800 2.3787 -1.4081 -0.02 0.02 -0.01 0.16
H -1.3077 0.7682 -1.3670 0.01 -0.01 0.01 0.22
H 0.7202 1.1769 -3.3955 0.01 0.01 -0.02 0.15
H -0.0092 -0.3747 -2.8987 -0.01 0.00 0.00 0.22
H 1.7526 -0.1838 -2.8975 0.00 -0.01 0.00 0.21
H 1.3727 3.1713 -2.0019 0.00 0.00 0.00 0.20
H 3.3128 4.5339 -1.2999 0.02 -0.01 0.00 0.20
H 4.9918 3.5173 0.2459 0.00 -0.01 0.00 0.20
H 4.7013 1.2065 1.0244 -0.01 0.02 -0.01 0.21
H -3.0668 1.4220 2.2083 0.00 -0.01 0.00 0.20
H -5.4718 0.9364 1.9122 0.00 -0.02 0.00 0.20
H -6.1343 -0.9593 0.4221 0.01 -0.01 0.00 0.20
H -4.4067 -2.3003 -0.6926 -0.01 0.01 0.00 0.21
Cl 3.7203 -6.3859 -0.3564 -0.04 0.03 0.00 -0.06
C 1.9757 -6.0484 -0.2060 -0.07 -0.16 -0.01 -0.40
Cl 1.5806 -4.3401 -0.2309 0.17 -0.06 -0.01 0.02
H 1.6431 -6.4627 0.7375 0.03 -0.05 0.01 0.21
H 1.4781 -6.5272 -1.0402 0.03 -0.05 -0.01 0.21
```
Positions in Å, forces in eV/Å.